A structure of composition C29H38N4O4PZr, computed with wB97M-V/def2-TZVPD.

Atoms and positions in Å:
1 Zr -0.5800 0.3502 -0.5162
2 C 1.7963 1.7868 -3.0565
3 C 0.3031 2.0668 -2.9122
4 C -0.0029 3.4023 -2.2725
5 C 0.3733 4.5232 -3.0077
6 C 0.2795 5.7848 -2.4555
7 C -0.1363 5.9263 -1.1416
8 C -0.5294 4.8423 -0.3611
9 C -0.8361 5.1285 1.0997
10 C -0.0189 4.3341 2.1156
11 C -0.5231 3.5851 -0.9877
12 N -1.0894 2.4023 -0.3616
13 C -2.0710 2.4524 0.5227
14 C -2.6844 1.2908 1.0337
15 C -3.7250 1.1531 1.9426
16 C -3.9984 -0.2166 2.0582
17 C -3.1291 -0.8778 1.2134
18 N -2.3104 0.0005 0.5687
19 H 1.9885 0.7556 -3.3575
20 H 2.3379 2.0058 -2.1375
21 H 2.2026 2.4332 -3.8334
22 H -0.1961 1.2159 -2.3951
23 H -0.1840 1.9839 -3.8894
24 H 0.7475 4.4036 -4.0169
25 H 0.5635 6.6547 -3.0313
26 H -0.1418 6.9107 -0.6919
27 H -1.9090 5.0732 1.3128
28 H -0.6065 6.1832 1.2473
29 H -0.2808 3.2742 2.1752
30 H -0.1618 4.7457 3.1135
31 H 1.0445 4.3925 1.8789
32 H -2.4382 3.4169 0.8554
33 H -4.2307 1.9618 2.4485
34 H -4.7445 -0.6802 2.6823
35 H -3.0359 -1.9404 1.0462
36 C -2.6242 -1.8358 -5.6809
37 N -1.4553 -1.8323 -4.7861
38 N -1.5104 -1.3929 -3.4897
39 C -0.2793 -1.5419 -2.9581
40 O -0.1103 -1.1795 -1.6876
41 C 0.5750 -2.0567 -3.9060
42 C -0.2090 -2.2410 -5.0506
43 C 0.1558 -2.7853 -6.3872
44 C -2.7051 -0.9467 -2.8290
45 C -2.9293 0.4198 -2.6601
46 C -4.1094 0.8382 -2.0487
47 C -5.0279 -0.0993 -1.6022
48 C -4.7728 -1.4596 -1.7529
49 C -3.6059 -1.8942 -2.3652
50 H -3.3947 -1.2075 -5.2459
51 H -2.9865 -2.8544 -5.7971
52 H -2.3153 -1.4193 -6.6357
53 H 1.6142 -2.3098 -3.7944
54 H 1.1936 -3.1075 -6.3856
55 H 0.0318 -2.0274 -7.1620
56 H -0.4703 -3.6412 -6.6405
57 H -2.2575 1.1534 -3.0932
58 H -4.3095 1.8967 -1.9456
59 H -5.9562 0.2190 -1.1471
60 H -5.4933 -2.1873 -1.4034
61 H -3.4035 -2.9499 -2.4959
62 C 3.8199 1.7971 2.3065
63 O 2.4543 1.5658 1.7829
64 P 2.0131 0.5828 0.6679
65 O 0.4594 0.1636 1.3053
66 C 0.2768 -0.5576 2.5985
67 O 2.8672 -0.7052 0.8867
68 C 3.2801 -1.6522 -0.1483
69 H 3.6745 2.1251 3.3287
70 H 4.2717 2.5753 1.7007
71 H 4.3776 0.8673 2.2644
72 H -0.6185 -0.1391 3.0461
73 H 1.1563 -0.3565 3.2014
74 H 0.1743 -1.6137 2.3723
75 H 3.9902 -2.3143 0.3336
76 H 3.7570 -1.1109 -0.9615
77 H 2.4086 -2.2079 -0.4862

## Properties
relative energy (zero: lowest compared OMol25 entry of this formula, charge and spin) = 0.440 eV
charge = +3
highest occupied orbital energy = -16.25 eV


A structure of composition C29H38N7O3PRe, computed with wB97M-V/def2-TZVPD.

Atoms and positions in Å:
1 Re 1.0205 -0.0179 0.1830
2 C 2.6862 -2.8385 -0.2946
3 O 1.8476 -1.9996 0.5537
4 C 1.5099 -2.4641 1.8305
5 C 1.9555 -3.6576 2.3533
6 C 1.5393 -4.0098 3.6356
7 C 0.6955 -3.1831 4.3674
8 C 0.2431 -1.9926 3.8265
9 C 0.6525 -1.6270 2.5468
10 N 0.2296 -0.4259 1.8904
11 N -0.8595 0.1137 2.4753
12 C -1.4714 1.1855 2.0521
13 C -1.0413 2.0238 0.8940
14 O 0.0039 1.6970 0.2180
15 C -1.7275 3.1953 0.5811
16 C -2.8238 3.5660 1.3229
17 C -3.3021 2.8131 2.4312
18 C -4.4267 3.2427 3.1343
19 C -4.9060 2.5012 4.2131
20 C -4.2630 1.3319 4.5799
21 C -3.1371 0.8880 3.8831
22 C -2.6389 1.6210 2.8111
23 H 3.6395 -3.0132 0.2004
24 H 2.8261 -2.2853 -1.2174
25 H 2.1740 -3.7796 -0.4842
26 H 2.6005 -4.3227 1.7974
27 H 1.8808 -4.9450 4.0588
28 H 0.3862 -3.4717 5.3623
29 H -0.4129 -1.3432 4.3857
30 H -1.3861 3.7857 -0.2579
31 H -3.3571 4.4714 1.0534
32 H -4.9288 4.1551 2.8372
33 H -5.7794 2.8385 4.7546
34 H -4.6362 0.7492 5.4114
35 H -2.6637 -0.0384 4.1733
36 C 4.7579 2.4653 3.1297
37 N 4.3030 3.2345 1.8650
38 C 5.3716 3.0204 0.7667
39 N 5.5678 1.6304 0.5432
40 C 5.9932 0.9531 1.7706
41 N 4.9781 1.0969 2.8159
42 C 3.7658 0.3348 2.5507
43 P 2.9926 0.9664 0.9944
44 C 2.9500 2.7740 1.4059
45 C 4.4653 0.9656 -0.1322
46 H 3.9844 2.5981 3.8851
47 H 5.6806 2.9434 3.4575
48 H 4.2567 4.2339 2.0862
49 H 6.2836 3.4877 1.1371
50 H 5.0274 3.5401 -0.1267
51 H 6.9269 1.3961 2.1161
52 H 6.1704 -0.1016 1.5687
53 H 3.0621 0.4281 3.3810
54 H 4.0094 -0.7239 2.4427
55 H 2.2288 2.9644 2.2025
56 H 2.6563 3.3546 0.5298
57 H 4.2216 1.4755 -1.0660
58 H 4.7434 -0.0617 -0.3740
59 C -0.9540 -1.4899 -1.3327
60 N -0.4740 -1.1787 -2.6613
61 C -1.2866 -1.6076 -3.8268
62 C -0.3726 -1.8684 -5.0049
63 C 0.4956 -0.6561 -5.2578
64 N 1.1703 -0.2312 -4.0100
65 C 2.3977 0.5491 -4.1875
66 C 0.6845 -0.5327 -2.8295
67 O 1.3714 -0.1918 -1.7495
68 H -0.3959 -2.2954 -0.8490
69 H -1.9952 -1.8019 -1.3919
70 H -1.0113 -0.5766 -0.6968
71 H -2.0219 -0.8321 -4.0502
72 H -1.8177 -2.5130 -3.5399
73 H -0.9691 -2.0805 -5.8908
74 H 0.2476 -2.7459 -4.8117
75 H -0.0824 0.1884 -5.6380
76 H 1.2795 -0.8785 -5.9800
77 H 3.2137 -0.1027 -4.4990
78 H 2.6586 1.0619 -3.2685
79 H 2.2214 1.2878 -4.9671

## Properties
relative energy (zero: lowest compared OMol25 entry of this formula, charge and spin) = 0.032 eV
charge = +4
spin multiplicity = 2
expectation value of S² = 0.77
highest occupied orbital energy (spin up / spin down) = -18.66 / -18.66 eV


A structure of composition C29H38NOsS, computed with wB97M-V/def2-TZVPD.

Atoms and positions in Å:
1 Os 0.1372 0.5810 -0.1500
2 C 0.1953 -0.5113 2.0768
3 C 0.3847 -1.6676 1.2505
4 C 1.6119 -1.4738 0.5400
5 C 2.0886 -0.1656 0.8929
6 C 1.2579 0.3999 1.9011
7 C 1.5975 1.6163 2.7417
8 C 3.0701 1.5505 3.1741
9 C 0.7304 1.6646 4.0026
10 C 1.3769 2.9128 1.9498
11 C 2.5275 -2.3704 -0.2957
12 C 3.9956 -2.0588 0.0714
13 C 2.3428 -2.0910 -1.7940
14 C 2.3703 -3.8731 -0.0321
15 C -0.7264 -2.7060 1.1206
16 C -2.0491 -2.1481 1.6798
17 C -0.4388 -3.9994 1.8997
18 C -1.0128 -2.9941 -0.3612
19 H -0.5560 -0.4254 2.8423
20 H 3.0674 0.2183 0.6495
21 H 3.2839 0.5915 3.6421
22 H 3.2867 2.3467 3.8877
23 H 3.7316 1.6708 2.3203
24 H 0.8561 0.7548 4.5861
25 H -0.3184 1.7800 3.7419
26 H 1.0182 2.5122 4.6245
27 H 1.9562 2.9069 1.0264
28 H 1.6845 3.7789 2.5372
29 H 0.3253 3.0341 1.6921
30 H 4.3138 -1.1047 -0.3388
31 H 4.6509 -2.8284 -0.3384
32 H 4.1222 -2.0422 1.1539
33 H 2.4775 -1.0307 -2.0042
34 H 1.3445 -2.3615 -2.1303
35 H 3.0732 -2.6562 -2.3750
36 H 2.5205 -4.0864 1.0256
37 H 3.1267 -4.4192 -0.5982
38 H 1.4035 -4.2504 -0.3433
39 H -2.0190 -2.0446 2.7625
40 H -2.8642 -2.8289 1.4345
41 H -2.2687 -1.1813 1.2280
42 H -0.2862 -3.7692 2.9537
43 H 0.4439 -4.5107 1.5352
44 H -1.2902 -4.6754 1.8111
45 H -1.2184 -2.0485 -0.8718
46 H -1.8830 -3.6432 -0.4608
47 H -0.1807 -3.4721 -0.8624
48 S 1.2024 1.0764 -3.2762
49 C -1.1475 1.9770 -2.0074
50 C -0.7346 3.3723 -2.3712
51 C -1.0977 4.4079 -1.5927
52 C -1.7899 4.1859 -0.3682
53 C -1.8108 2.9064 0.1280
54 N -1.3658 1.8346 -0.5529
55 H -0.1174 3.4993 -3.2495
56 H -0.8296 5.4214 -1.8700
57 H -2.1516 5.0156 0.2231
58 H -2.1708 2.7164 1.1389
59 C -0.0506 0.8908 -2.1744
60 C -2.3925 1.5877 -2.7843
61 C -3.5178 1.0816 -2.1433
62 C -4.6737 0.8081 -2.8534
63 C -4.7195 1.0204 -4.2208
64 C -3.5922 1.5004 -4.8689
65 C -2.4398 1.7755 -4.1612
66 H -3.4845 0.9159 -1.0755
67 H -5.5548 0.4527 -2.3320
68 H -5.6280 0.8221 -4.7781
69 H -3.6196 1.6883 -5.9330
70 H -1.5751 2.1626 -4.6765

## Properties
relative energy (zero: lowest compared OMol25 entry of this formula, charge and spin) = 2.676 eV
charge = -1
highest occupied orbital energy (spin up / spin down) = -3.39 / -3.48 eV


A structure of composition C29H39BF4N2OPtS, computed with wB97M-V/def2-TZVPD.

Atoms and positions in Å:
1 Pt -1.0200 -1.0838 -0.5075
2 C 1.4024 -1.6494 4.1813
3 C 0.3286 -2.1533 3.2141
4 C 0.2112 -3.6786 3.2869
5 C -1.0146 -1.4877 3.4747
6 C -1.7075 -1.8239 4.6353
7 C -2.9690 -1.3236 4.8865
8 C -3.5703 -0.4915 3.9565
9 C -2.9192 -0.1099 2.7905
10 C -3.6817 0.7732 1.8193
11 C -2.9971 2.1146 1.5554
12 C -4.0476 0.0218 0.5355
13 C -1.6117 -0.5826 2.5803
14 N -0.8602 -0.1938 1.4284
15 C 0.2738 0.4261 1.5852
16 C 1.2262 0.4254 0.5491
17 C 2.5222 0.9449 0.4388
18 C 3.0598 0.3976 -0.7172
19 C 2.0837 -0.4603 -1.2781
20 N 0.9892 -0.4263 -0.5145
21 C 2.2638 -1.4020 -2.4501
22 C 2.9373 -2.6793 -1.9212
23 C 3.1703 -0.7608 -3.5043
24 C 0.9352 -1.7833 -3.1056
25 H 2.3608 -2.1277 3.9688
26 H 1.1336 -1.8806 5.2149
27 H 1.5398 -0.5683 4.1109
28 H 0.6488 -1.9143 2.2004
29 H -0.0329 -4.0135 4.2972
30 H 1.1631 -4.1367 3.0086
31 H -0.5566 -4.0426 2.6049
32 H -1.2509 -2.5043 5.3440
33 H -3.4958 -1.5975 5.7922
34 H -4.5742 -0.1244 4.1351
35 H -4.6248 1.0013 2.3233
36 H -2.0365 1.9858 1.0632
37 H -2.8297 2.6512 2.4922
38 H -3.6229 2.7395 0.9127
39 H -3.1547 -0.2524 -0.0374
40 H -4.6735 0.6418 -0.1112
41 H -4.5786 -0.9034 0.7557
42 H 0.5026 0.8871 2.5443
43 H 2.9978 1.6277 1.1276
44 H 4.0501 0.5698 -1.1107
45 H 3.9019 -2.4509 -1.4639
46 H 3.0990 -3.3869 -2.7384
47 H 2.3075 -3.1616 -1.1711
48 H 4.1538 -0.5195 -3.0967
49 H 2.7293 0.1577 -3.8962
50 H 3.3157 -1.4529 -4.3365
51 H 0.3130 -2.3903 -2.4449
52 H 1.1293 -2.3888 -3.9937
53 H 0.3606 -0.9047 -3.4044
54 F -2.0223 -4.8841 -1.1378
55 B -2.3521 -3.6874 -0.5651
56 F -1.2754 -3.2415 0.3171
57 F -2.3792 -2.6393 -1.5830
58 F -3.5423 -3.6786 0.1240
59 C 3.8795 4.4785 -2.3178
60 C 2.5166 3.8535 -2.2216
61 C 2.0910 2.9213 -3.1673
62 C 0.8565 2.3074 -3.0601
63 C 0.0294 2.6392 -1.9971
64 C 0.4340 3.5562 -1.0383
65 C 1.6732 4.1637 -1.1599
66 S -1.5730 1.9095 -1.7948
67 C -2.3650 2.5429 -3.2677
68 O -1.4578 0.4256 -2.1148
69 H 4.3185 4.3260 -3.3028
70 H 4.5507 4.0337 -1.5791
71 H 3.8381 5.5503 -2.1213
72 H 2.7455 2.6668 -3.9925
73 H 0.5453 1.5635 -3.7851
74 H -0.2130 3.7830 -0.1982
75 H 1.9953 4.8772 -0.4104
76 H -1.8115 2.2074 -4.1432
77 H -2.3867 3.6310 -3.2130
78 H -3.3762 2.1399 -3.2805

## Properties
relative energy (zero: lowest compared OMol25 entry of this formula, charge and spin) = 0.000 eV
charge = 0
spin multiplicity = 3
expectation value of S² = 2.01
highest occupied orbital energy (spin up / spin down) = -7.72 / -7.79 eV


A structure of composition C29H39CrN4O5, computed with wB97M-V/def2-TZVPD.

Atoms and positions in Å:
1 Cr 1.5615 0.1023 0.3355
2 O 2.4468 1.2061 -2.5057
3 C 1.5511 2.2988 -2.3087
4 C 1.9130 3.1533 -1.1070
5 N 2.3258 2.3750 0.0863
6 C 3.7934 2.1923 0.1172
7 C 4.1993 0.8862 -0.4988
8 O 5.1311 0.8087 -1.2710
9 O 3.4688 -0.1101 -0.0687
10 C 1.9203 3.0142 1.3558
11 C 1.9827 2.0110 2.4832
12 O 2.1521 2.3650 3.6233
13 O 1.7883 0.7652 2.1000
14 H 3.3432 1.5116 -2.6821
15 H 0.5655 1.8595 -2.1668
16 H 1.5125 2.9414 -3.1897
17 H 1.0400 3.7513 -0.8448
18 H 2.7070 3.8514 -1.3830
19 H 4.1185 2.1586 1.1578
20 H 4.3042 3.0129 -0.3735
21 H 0.8918 3.3546 1.2926
22 H 2.5431 3.8717 1.6056
23 C -2.7427 -3.6411 -2.5146
24 C -1.5383 -2.7802 -2.2188
25 C -0.3272 -3.0261 -2.8658
26 C 0.7686 -2.2134 -2.6052
27 C 2.1056 -2.4200 -3.2767
28 C 0.5946 -1.1684 -1.7171
29 C -0.5788 -0.8954 -0.9967
30 C -1.6609 -1.7478 -1.2895
31 N -0.4326 0.0716 -0.0052
32 C -1.5312 0.8740 0.5958
33 C -1.4067 0.8797 2.1275
34 C -2.4290 1.8169 2.7779
35 C -2.2244 3.2421 2.2492
36 C -2.4188 3.2617 0.7268
37 C -3.8277 2.7736 0.3785
38 C -4.0044 1.3468 0.9068
39 C -3.8422 1.3428 2.4305
40 C -2.9625 0.4078 0.2693
41 C -1.4137 2.3135 0.0701
42 H -2.4605 -4.5458 -3.0541
43 H -3.4652 -3.0989 -3.1297
44 H -3.2549 -3.9345 -1.5957
45 H -0.2412 -3.8389 -3.5832
46 H 2.0969 -3.3114 -3.9066
47 H 2.9050 -2.5261 -2.5365
48 H 2.3629 -1.5597 -3.9008
49 H 1.4362 -0.4889 -1.6180
50 H -2.6067 -1.6575 -0.7793
51 H -0.4000 1.1640 2.4214
52 H -1.5617 -0.1455 2.4918
53 H -2.2826 1.8016 3.8593
54 H -1.2225 3.5959 2.5141
55 H -2.9401 3.9206 2.7226
56 H -2.2739 4.2757 0.3450
57 H -3.9674 2.7908 -0.7085
58 H -4.5840 3.4342 0.8156
59 H -4.9987 0.9816 0.6423
60 H -4.0052 0.3323 2.8243
61 H -4.5908 1.9969 2.8898
62 H -3.1157 0.3801 -0.8136
63 H -3.1234 -0.5978 0.6657
64 H -0.3930 2.6449 0.2455
65 H -1.5641 2.2935 -1.0163
66 N 1.3507 -6.0413 1.1086
67 C 1.4229 -4.6834 1.0751
68 C 0.2986 -3.8923 1.3394
69 C 0.4027 -2.5338 1.2633
70 N 1.5443 -1.8923 0.9443
71 C 2.6486 -2.6504 0.7541
72 C 2.6278 -4.0203 0.8144
73 H 0.4536 -6.4880 1.1238
74 H 2.1197 -6.5838 0.7646
75 H -0.6569 -4.3422 1.5879
76 H -0.4552 -1.9024 1.4544
77 H 3.5618 -2.1215 0.5265
78 H 3.5449 -4.5742 0.6488

## Properties
relative energy (zero: lowest compared OMol25 entry of this formula, charge and spin) = 0.359 eV
charge = 0
spin multiplicity = 4
expectation value of S² = 3.78
highest occupied orbital energy (spin up / spin down) = -7.18 / -7.34 eV


A structure of composition C29H39N3OV, computed with wB97M-V/def2-TZVPD.

Atoms and positions in Å:
1 V 0.7224 -0.1678 0.1837
2 O 4.0142 -1.7094 -1.8914
3 C 3.1824 -1.0275 -1.2921
4 N 1.8555 -1.1270 -1.2993
5 C 1.3612 -2.4454 -1.6223
6 C 0.9760 -3.1166 -0.3219
7 C 0.8429 -4.4941 -0.1992
8 C 0.4731 -5.0356 1.0167
9 C 0.2517 -4.1861 2.0931
10 C 0.4064 -2.8292 1.8962
11 N 0.7532 -2.2982 0.7189
12 C 3.6865 -0.0349 -0.2665
13 C 5.0192 0.3447 -0.2488
14 C 5.4914 1.0784 0.8229
15 C 4.6208 1.3682 1.8654
16 C 3.3071 0.9532 1.7682
17 N 2.8264 0.2875 0.7125
18 H 2.1063 -3.0502 -2.1466
19 H 0.4698 -2.3991 -2.2553
20 H 1.0378 -5.1222 -1.0583
21 H 0.3655 -6.1062 1.1316
22 H -0.0313 -4.5644 3.0649
23 H 0.2454 -2.1230 2.7022
24 H 5.6468 0.0242 -1.0675
25 H 6.5247 1.3968 0.8626
26 H 4.9480 1.9016 2.7465
27 H 2.6055 1.1598 2.5640
28 C -0.2757 1.8000 -0.5040
29 C -1.0300 0.7368 -1.0899
30 C -1.6192 0.0052 -0.0004
31 C -1.1954 0.6512 1.2058
32 C -0.4037 1.7752 0.9010
33 C -0.0665 2.9100 1.8453
34 C 1.1584 3.6979 1.3789
35 C -1.2720 3.8682 1.8353
36 C 0.1216 2.4102 3.2793
37 C -2.7046 -1.0782 0.0410
38 C -2.3139 -2.4132 -0.6096
39 C -3.0768 -1.4155 1.4931
40 C -3.9863 -0.5155 -0.5964
41 C -1.2269 0.7736 -2.6141
42 C -1.6671 -0.5213 -3.2991
43 C 0.0859 1.1826 -3.3051
44 C -2.2799 1.8575 -2.9084
45 H 0.2506 2.5582 -1.0598
46 H -1.5018 0.3660 2.1991
47 H 0.9897 4.1273 0.3906
48 H 2.0522 3.0790 1.3207
49 H 1.3555 4.5232 2.0663
50 H -1.4392 4.2635 0.8322
51 H -1.1003 4.7080 2.5132
52 H -2.1790 3.3493 2.1492
53 H 0.8782 1.6281 3.3491
54 H -0.8086 1.9967 3.6718
55 H 0.4175 3.2344 3.9314
56 H -1.6918 -2.9950 0.0699
57 H -1.7713 -2.2927 -1.5408
58 H -3.2104 -3.0046 -0.8137
59 H -2.2126 -1.7634 2.0607
60 H -3.8166 -2.2186 1.4902
61 H -3.5147 -0.5606 2.0103
62 H -3.8806 -0.3231 -1.6601
63 H -4.2599 0.4255 -0.1150
64 H -4.8105 -1.2206 -0.4639
65 H -0.9026 -1.2943 -3.2199
66 H -1.8048 -0.3167 -4.3630
67 H -2.6042 -0.9194 -2.9229
68 H 0.8952 0.5045 -3.0311
69 H 0.3868 2.1989 -3.0551
70 H -0.0503 1.1467 -4.3881
71 H -3.2444 1.6105 -2.4654
72 H -2.4160 1.9683 -3.9870
73 H -1.9628 2.8186 -2.5018

## Properties
relative energy (zero: lowest compared OMol25 entry of this formula, charge and spin) = 0.000 eV
charge = 0
spin multiplicity = 4
expectation value of S² = 3.77
highest occupied orbital energy (spin up / spin down) = -6.90 / -7.96 eV


charge of number 2 (C29H38N7O3PRe)? +4